1.
Below is C18H26N4O2 in the gas phase at a distorted geometry, with properties calculated with ωB97M-V/def2-TZVPD.

Values from the calculation:
* E_LUMO: 0.026 Eh
* SMILES: CCCCCn1nc(C)c(/C=N\NC(=O)c2cc(C)oc2C)c1C

Geometry as XYZ:
```
50
Properties=species:S:1:pos:R:3:forces:R:3
C -1.859 -2.490 -0.386 0.15 -0.12 -0.15
C -0.686 -3.379 -0.781 -0.03 -0.04 0.22
C 0.342 -3.547 0.341 0.03 0.14 -0.13
C 1.159 -2.288 0.629 0.03 -0.24 -0.12
C 2.237 -2.022 -0.432 -0.31 -0.33 0.25
N 2.676 -0.658 -0.362 -0.09 0.69 -0.37
N 3.697 -0.321 0.433 0.62 -0.25 0.54
C 3.754 0.993 0.441 -0.45 0.05 -0.34
C 4.769 1.737 1.229 -0.05 -0.07 0.01
C 2.705 1.537 -0.349 0.06 -0.82 -0.11
C 2.407 2.937 -0.504 -0.07 -0.17 0.18
N 1.295 3.556 -0.587 0.11 0.78 -0.03
N 0.084 2.930 -0.456 -0.17 -0.10 -0.37
C -0.272 1.959 0.439 0.04 -0.05 0.34
O 0.507 1.438 1.218 -0.08 0.17 0.05
C -1.696 1.593 0.361 -0.52 -0.55 0.47
C -2.651 1.903 -0.658 -0.51 -0.27 0.19
C -3.815 1.307 -0.291 0.25 0.56 -0.76
C -5.152 1.263 -0.937 0.13 -0.16 0.33
O -3.648 0.654 0.885 -0.15 -0.17 0.16
C -2.369 0.819 1.276 1.01 0.43 -0.12
C -1.925 0.200 2.548 -0.21 0.02 -0.07
C 2.037 0.424 -0.853 0.44 0.29 -0.15
C 0.947 0.325 -1.858 0.02 -0.05 0.04
H -2.377 -2.904 0.476 -0.10 -0.02 0.12
H -1.527 -1.486 -0.134 -0.03 0.18 0.05
H -2.570 -2.413 -1.206 -0.11 0.07 -0.03
H -0.204 -2.966 -1.670 0.02 -0.04 -0.11
H -1.070 -4.366 -1.050 0.04 0.01 -0.10
H -0.187 -3.839 1.251 0.01 -0.11 0.03
H 1.026 -4.359 0.083 0.01 -0.10 0.08
H 0.503 -1.419 0.688 -0.01 0.10 0.04
H 1.649 -2.381 1.599 0.01 0.11 0.03
H 3.108 -2.657 -0.257 -0.08 0.07 -0.11
H 1.849 -2.220 -1.434 0.08 0.02 0.03
H 5.325 2.422 0.590 0.09 0.05 0.03
H 4.282 2.319 2.011 0.04 0.07 0.08
H 5.456 1.032 1.687 0.08 0.01 0.04
H 3.261 3.607 -0.533 0.02 0.08 -0.09
H -0.659 3.500 -0.838 0.15 -0.16 0.19
H -2.490 2.469 -1.554 -0.05 0.10 -0.24
H -5.449 0.232 -1.124 -0.07 -0.04 -0.07
H -5.902 1.715 -0.288 -0.09 0.04 -0.02
H -5.124 1.804 -1.878 0.00 0.02 -0.04
H -2.113 -0.873 2.532 0.00 -0.10 0.02
H -0.863 0.384 2.677 -0.03 -0.02 0.00
H -2.475 0.624 3.388 -0.04 0.00 0.09
H 0.004 0.032 -1.396 -0.15 -0.03 -0.01
H 0.807 1.285 -2.348 -0.02 -0.02 -0.02
H 1.198 -0.415 -2.618 -0.04 -0.02 -0.04
```
Positions in Å, forces in eV/Å.

---

2.
Below is C4H6N4 in the gas phase at a distorted geometry, with properties calculated with ωB97M-V/def2-TZVPD.

Values from the calculation:
* E_LUMO: 0.007 Eh
* SMILES: C=N/N=C1/C=NNC1

Geometry as XYZ:
```
14
Properties=species:S:1:pos:R:3:forces:R:3
C 0.734 2.599 1.812 -0.53 2.76 -1.49
N 0.431 1.829 0.900 -2.19 -1.65 -2.51
N 0.600 0.455 1.122 0.15 -0.40 -0.62
C 0.010 -0.245 0.220 0.29 -1.51 -1.08
C 0.200 -1.736 -0.009 1.02 -0.22 2.73
N -0.241 -2.213 -1.107 0.16 1.46 -0.24
N -0.668 -1.127 -1.829 -0.23 0.27 0.59
C -0.886 0.055 -0.975 0.70 -0.05 -0.17
H 1.271 2.273 2.601 1.42 -0.84 3.17
H 0.520 3.661 1.584 0.39 -0.56 0.56
H 0.760 -2.375 0.698 -0.57 0.40 -0.48
H -1.263 -1.320 -2.597 -0.65 -0.25 -0.33
H -1.914 0.203 -0.633 -0.10 -0.23 -0.05
H -0.578 0.907 -1.540 0.13 0.83 -0.07
```
Positions in Å, forces in eV/Å.

---

3.
Below is 11 unconnected molecules or ions with the total composition C38H60O36S3 at a distorted geometry, with properties calculated with ωB97M-V/def2-TZVPD.

Values from the calculation:
* E_LUMO: -0.021 Eh
* SMILES: C[C@H]1COC(=O)O1.C[C@H]1COC(=O)O1.C[C@H]1COC(=O)O1.C[C@H]1COC(=O)O1.C[C@H]1COC(=O)O1.C[C@H]1COC(=O)O1.C[C@H]1COC(=O)O1.C[C@H]1COC(=O)O1.O=S1(=O)OCCO1.O=S1(=O)OCCO1.O=S1(=O)OCCO1

Geometry as XYZ:
```
137
Properties=species:S:1:pos:R:3:forces:R:3
C -0.851 -2.560 -6.453 -0.08 -1.45 -0.17
C -0.426 -1.161 -6.188 0.39 -2.46 0.14
C -1.525 -0.192 -5.998 -0.35 0.72 1.08
O -1.103 0.446 -4.784 0.44 0.59 0.60
C -0.264 -0.401 -4.078 -2.00 3.17 3.38
O -0.077 -0.257 -2.877 0.00 -0.33 -2.14
O 0.154 -1.337 -4.825 1.33 -1.12 -2.48
H -1.574 -2.914 -5.717 -0.63 0.41 -0.28
H -0.039 -3.241 -6.199 0.44 0.11 -0.58
H -1.166 -2.738 -7.482 -0.17 -0.03 0.12
H 0.300 -0.887 -6.954 0.45 0.47 0.60
H -2.490 -0.628 -5.738 -0.02 -0.38 -0.45
H -1.649 0.494 -6.836 0.15 0.24 0.32
C 6.153 3.440 -1.919 -0.59 -0.76 -1.09
C 4.922 2.681 -2.469 0.81 2.52 -2.08
C 4.018 1.963 -1.582 0.96 -1.82 2.17
O 2.738 2.496 -1.691 -0.43 -1.64 0.48
C 2.752 3.460 -2.560 2.77 1.34 -0.42
O 1.845 4.149 -2.781 -2.20 1.53 -1.21
O 4.050 3.685 -3.042 -1.45 -0.26 0.29
H 6.976 2.747 -1.745 -0.09 0.03 0.65
H 5.847 4.083 -1.095 0.23 -0.30 0.22
H 6.525 4.083 -2.717 -0.17 0.10 -0.05
H 5.108 2.011 -3.309 0.96 0.18 -0.08
H 4.313 2.104 -0.542 0.02 -0.63 0.16
H 4.109 0.943 -1.957 -0.87 -0.26 1.10
C -5.305 -2.462 0.933 0.91 -1.87 0.34
C -5.728 -1.063 0.821 -0.45 0.19 -0.76
C -5.350 -0.469 -0.521 0.92 1.85 -0.12
O -6.469 0.366 -0.817 -1.83 -0.78 -1.17
C -7.603 -0.233 -0.272 0.35 1.29 1.66
O -8.752 0.092 -0.320 1.04 0.02 -1.29
O -7.165 -1.109 0.628 -0.02 -0.78 0.81
H -5.235 -2.858 -0.080 -0.03 -0.45 0.17
H -5.978 -3.091 1.515 -0.33 0.28 -0.10
H -4.344 -2.629 1.421 0.19 0.43 -0.15
H -5.460 -0.450 1.682 -0.27 0.16 -0.06
H -5.064 -1.200 -1.278 -0.89 -0.34 -0.19
H -4.545 0.260 -0.616 0.45 -0.20 0.90
C -0.672 5.530 -1.107 -1.09 1.86 -0.41
C -0.744 5.976 0.343 -0.45 -0.55 0.79
C -1.757 5.224 1.319 -0.23 0.84 -1.10
O -1.006 4.936 2.490 1.95 0.59 -0.78
C 0.306 5.302 2.227 2.15 -0.76 1.82
O 1.247 5.231 3.011 -2.65 -0.01 -1.50
O 0.486 5.704 0.953 0.93 -0.99 1.58
H -1.114 4.562 -1.346 0.16 0.06 0.17
H 0.255 5.717 -1.649 0.53 -0.62 0.81
H -1.228 6.339 -1.580 -0.91 -0.42 -0.53
H -0.807 7.049 0.524 -0.74 0.19 -0.82
H -2.143 4.339 0.812 0.26 -0.36 0.33
H -2.610 5.822 1.640 0.07 0.16 -0.33
C 1.183 -0.826 4.503 -0.69 -0.01 -0.35
C 1.882 -1.463 5.652 -0.74 -0.15 -0.22
C 2.004 -0.415 6.739 1.46 0.36 0.85
O 1.218 -0.909 7.785 -0.70 -0.85 0.05
C 0.776 -2.177 7.425 -1.76 1.06 7.98
O 0.257 -2.887 8.255 0.04 0.41 -0.52
O 0.973 -2.458 6.258 1.85 -0.76 -6.43
H 0.228 -0.437 4.856 -0.10 0.06 0.29
H 0.906 -1.528 3.717 0.56 0.21 -0.37
H 1.756 0.055 4.214 -0.13 -0.43 -0.52
H 2.784 -2.040 5.447 0.03 0.37 -0.23
H 1.717 0.599 6.460 -0.40 -0.19 -0.25
H 3.018 -0.320 7.128 0.25 -0.08 -0.17
C -2.046 -1.916 -0.473 0.39 0.80 0.36
C -1.939 -3.113 -1.392 1.92 4.95 -1.32
C -0.502 -3.652 -1.512 0.14 3.01 0.89
O -0.791 -4.942 -1.578 1.99 -5.62 -1.23
C -1.997 -5.316 -1.198 -1.02 -1.32 -0.53
O -2.418 -6.450 -1.117 0.75 2.41 0.16
O -2.669 -4.157 -1.042 -3.30 -3.17 1.92
H -2.665 -1.083 -0.808 -0.81 -0.54 -0.16
H -1.106 -1.363 -0.506 0.39 -0.51 0.42
H -2.320 -2.195 0.544 0.26 0.14 -0.07
H -2.324 -2.722 -2.334 0.29 -0.32 -0.70
H 0.144 -3.493 -0.648 -0.31 0.40 0.59
H 0.133 -3.270 -2.312 -0.59 -0.18 -0.61
C -0.610 -3.765 2.285 -0.08 0.74 0.02
C -0.735 -4.448 3.622 0.09 -0.24 0.01
C -2.033 -5.290 3.852 -0.04 1.46 -0.65
O -1.579 -6.575 4.204 0.72 0.00 0.39
C -0.236 -6.624 4.116 3.58 -3.18 0.06
O 0.455 -7.667 4.268 -3.00 4.41 -0.50
O 0.319 -5.389 3.776 -1.03 -2.40 0.61
H -0.896 -2.733 2.488 -0.54 0.12 -0.64
H -1.193 -4.240 1.496 -0.17 0.12 0.08
H 0.411 -3.660 1.918 0.21 -0.38 0.33
H -0.583 -3.711 4.410 -0.22 -0.03 0.12
H -2.669 -5.373 2.971 0.30 -0.08 -0.34
H -2.671 -4.790 4.580 0.21 -0.55 0.59
C 3.659 -3.633 -4.864 0.49 -0.45 -0.80
C 4.292 -2.398 -4.290 0.46 1.10 -1.44
C 3.612 -1.038 -4.648 -0.24 -1.85 -0.26
O 2.991 -0.820 -3.410 -2.46 3.75 -1.25
C 3.493 -1.475 -2.439 -0.49 -0.87 6.48
O 3.269 -1.319 -1.210 0.41 0.02 -4.09
O 4.262 -2.433 -2.874 1.58 -1.07 -0.48
H 3.403 -3.477 -5.912 0.08 0.14 -0.12
H 2.758 -4.027 -4.393 0.18 0.31 0.42
H 4.455 -4.377 -4.867 -0.38 -0.43 0.12
H 5.311 -2.268 -4.656 0.26 -0.66 0.37
H 2.894 -1.195 -5.452 -0.44 0.02 0.35
H 4.213 -0.198 -4.997 0.48 -0.06 0.64
O 4.357 1.398 4.720 0.68 -0.45 -3.81
S 4.507 0.974 3.301 0.43 0.12 2.27
O 3.456 0.086 2.832 2.40 1.69 -0.36
O 4.901 2.176 2.273 -3.95 0.45 -0.11
C 6.233 2.383 2.018 2.34 1.02 0.54
C 6.938 1.449 3.014 -0.14 0.93 -1.84
O 5.992 0.406 3.033 -0.85 -2.27 1.69
H 6.621 2.217 1.013 -1.01 -0.82 -0.44
H 6.491 3.435 2.137 -0.28 0.12 0.64
H 7.091 1.976 3.956 0.24 -0.66 0.19
H 7.785 1.058 2.450 0.38 -0.07 1.02
O -1.196 1.834 2.770 -1.23 -1.20 -0.50
S -1.649 0.872 1.794 2.27 -0.56 -0.37
O -2.910 0.099 1.975 3.38 2.30 -1.24
O -1.365 1.611 0.344 -1.78 -0.43 0.26
C 0.048 1.653 0.007 0.22 -0.71 0.60
C 0.666 0.380 0.696 -0.32 0.75 0.02
O -0.391 -0.166 1.488 -1.99 -0.36 1.24
H 0.148 1.582 -1.076 -0.31 0.06 0.13
H 0.462 2.593 0.371 0.01 -0.11 0.08
H 1.501 0.571 1.370 -0.01 0.31 -0.20
H 0.967 -0.377 -0.027 -0.14 0.04 -0.03
O -4.935 6.580 0.419 -0.56 -2.61 -2.09
S -5.403 5.542 -0.520 -2.25 1.52 0.47
O -6.143 6.021 -1.715 1.78 -1.65 3.14
O -4.328 4.501 -0.953 1.70 1.55 -1.75
C -4.423 3.166 -0.566 1.29 -1.08 0.37
C -5.734 3.051 0.139 -2.42 -0.29 -1.23
O -6.185 4.377 0.359 0.34 2.98 1.06
H -4.252 2.477 -1.393 -0.70 0.34 -0.52
H -3.524 2.965 0.017 -0.28 0.04 0.73
H -5.776 2.366 0.987 0.32 0.73 0.49
H -6.602 2.795 -0.468 0.77 -1.39 -0.66
```
Positions in Å, forces in eV/Å.

---

4.
Below is a molecular structure, C11H10BrMnNS at a distorted geometry, with properties calculated with ωB97M-V/def2-TZVPD.

Values from the calculation:
* E_LUMO (alpha / beta): 0.017 / 0.058 Eh
* total charge: -1
* multiplicity: 5

Geometry as XYZ:
```
25
Properties=species:S:1:pos:R:3:forces:R:3
C 0.610 -2.034 0.670 0.01 -0.57 0.78
C -0.056 -2.553 1.841 0.90 -1.53 -0.97
C -1.310 -3.099 1.407 0.66 -0.59 0.07
H 0.369 -2.576 2.843 -0.30 0.06 -0.31
C -1.457 -2.850 -0.004 1.53 -0.65 -0.64
C -0.251 -2.207 -0.455 -0.75 -1.05 -0.27
H -0.024 -1.906 -1.480 -0.17 0.05 0.53
H 1.607 -1.583 0.635 -0.67 -0.04 0.09
H -2.016 -3.660 2.018 0.13 0.47 -0.11
H -2.285 -3.136 -0.642 0.07 0.10 0.28
Mn -1.277 -1.028 1.041 -0.25 2.45 0.11
Br -0.074 0.938 0.901 -0.22 0.65 -0.01
C 0.770 3.828 -1.526 0.78 -0.69 -0.45
C 1.031 3.029 -2.685 0.47 0.29 1.02
C 2.302 2.396 -2.509 -0.32 0.65 0.86
H 0.386 2.934 -3.552 0.04 -0.01 0.08
C 2.829 2.807 -1.243 -0.93 0.20 -0.50
C 1.879 3.687 -0.634 -0.02 -0.53 -0.89
H 1.993 4.183 0.324 -0.01 -0.04 -0.07
H -0.104 4.449 -1.363 0.06 -0.09 0.00
H 2.791 1.737 -3.218 -0.03 0.04 0.05
H 3.789 2.519 -0.827 -0.09 0.00 -0.02
S -3.177 -0.761 2.187 -1.02 1.26 0.50
C -3.883 -2.106 2.877 -1.23 -2.49 1.10
N -4.444 -3.010 3.394 1.39 2.07 -1.23
```
Positions in Å, forces in eV/Å.